Density functional theory data (wB97M-V/def2-TZVPD) for a gas-phase ion, C6H9N2O2 (charge +1).

Its charge is +1. Its total energy is -493.687768 Ha. The value obtained for the HOMO-LUMO gap is 8.97 eV. As for the energy relative to the best compared isomer or geometry (same formula, charge and spin): 300.6 kJ/mol. The value obtained for the maximum force is 3.54 eV Å⁻¹. The LUMO energy is -5.4646 eV.

CARTESIAN COORDINATES (ANGSTROEM)
C1 2.425 0.809 -0.143
C2 1.141 -1.189 0.154
C3 -2.370 -0.220 0.228
C4 -1.147 -0.140 1.159
C5 -1.968 0.225 -1.167
C6 -0.115 -0.390 0.040
N1 2.331 -0.606 -0.072
N2 3.450 1.496 -0.296
O1 0.925 -2.350 0.470
O2 -0.549 -0.194 -1.120
H1 1.288 1.115 0.158
H2 -2.757 -1.159 0.163
H3 -3.110 0.404 0.536
H4 -0.825 0.776 1.608
H5 -1.052 -1.000 1.852
H6 -2.360 -0.249 -2.038
H7 -1.918 1.262 -1.363
H8 3.300 -1.116 -0.016
H9 3.310 2.527 -0.154